No. 1
{
  "formula": "C4H3ClFNS",
  "method": "the ωB97M-V functional and the def2-TZVPD basis",
  "e_above_lowest_kcal_mol": 21.8,
  "smiles": "C[C@](F)(Cl)C(=S)C#N",
  "gap_ha": 0.30415,
  "homo_ev": -10.1,
  "elements": ["C", "C", "F", "Cl", "C", "S", "C", "N", "H", "H", "H"],
  "xyz": [[1.022, 1.083, 0.602], [0.273, 0.026, -0.274], [1.016, -1.152, -0.254], [0.025, 0.561, -1.900], [-1.084, -0.466, 0.149], [-1.970, 0.092, 1.361], [-1.377, -1.627, -0.675], [-1.466, -2.537, -1.411], [1.246, 0.686, 1.594], [0.353, 1.930, 0.682], [1.962, 1.403, 0.125]]
}


No. 2
{
  "formula": "C12H32BBrInO8",
  "method": "the ωB97M-V functional and the def2-TZVPD basis",
  "gap_ha": 0.25687,
  "homo_ev": -4.4,
  "total_charge": -1,
  "elements": ["O", "B", "O", "In", "Br", "H", "H", "H", "H", "C", "O", "C", "C", "O", "C", "C", "O", "C", "H", "H", "H", "H", "H", "H", "H", "H", "H", "H", "H", "H", "H", "H", "C", "O", "C", "C", "O", "C", "C", "O", "C", "H", "H", "H", "H", "H", "H", "H", "H", "H", "H", "H", "H", "H", "H"],
  "xyz": [[-3.597, 3.652, -4.460], [-3.579, 2.422, -3.811], [-4.819, 1.946, -3.389], [-1.705, 1.118, -3.432], [0.058, 2.322, -1.906], [-3.730, 3.456, -5.397], [-4.882, 1.048, -3.737], [-2.186, -0.346, -2.547], [-0.988, 0.742, -5.030], [4.294, 2.549, 4.874], [4.184, 3.522, 3.865], [5.384, 4.207, 3.563], [5.597, 4.374, 2.076], [5.890, 3.188, 1.370], [4.854, 2.239, 1.159], [3.793, 2.648, 0.168], [2.975, 3.687, 0.665], [2.697, 4.708, -0.272], [4.236, 3.000, 5.872], [3.460, 1.858, 4.755], [5.226, 1.980, 4.786], [6.247, 3.686, 3.992], [5.331, 5.210, 4.010], [6.494, 4.989, 1.963], [4.771, 4.923, 1.620], [4.411, 1.917, 2.103], [5.365, 1.373, 0.731], [3.157, 1.777, -0.031], [4.267, 2.941, -0.774], [3.590, 4.975, -0.851], [2.376, 5.586, 0.288], [1.894, 4.402, -0.948], [-2.838, -7.141, -1.069], [-2.775, -6.010, -0.238], [-1.564, -5.275, -0.329], [-1.787, -3.781, -0.379], [-2.368, -3.293, -1.564], [-3.725, -3.548, -1.841], [-4.705, -2.806, -0.965], [-4.721, -3.290, 0.369], [-4.729, -2.277, 1.350], [-2.331, -8.000, -0.613], [-3.890, -7.391, -1.207], [-2.402, -6.944, -2.054], [-0.995, -5.579, -1.214], [-0.960, -5.497, 0.562], [-0.797, -3.320, -0.356], [-2.318, -3.432, 0.509], [-3.942, -4.620, -1.872], [-3.867, -3.160, -2.852], [-5.709, -2.941, -1.390], [-4.463, -1.739, -0.992], [-4.055, -1.456, 1.086], [-4.381, -2.721, 2.282], [-5.741, -1.881, 1.504]]
}


No. 3
{
  "formula": "C7H7ClFNO2Si",
  "method": "the ωB97M-V functional and the def2-TZVPD basis",
  "e_above_lowest_kcal_mol": 0.0,
  "gap_ha": [0.27513, 0.27495],
  "homo_ev": [-8.7, -8.7],
  "elements": ["C", "C", "C", "C", "C", "C", "C", "N", "O", "O", "F", "Si", "Cl", "H", "H", "H", "H", "H", "H", "H"],
  "xyz": [[-0.106, 2.852, -0.856], [0.717, 2.298, 0.143], [-1.235, 2.135, -1.248], [0.493, 0.974, 0.580], [-1.436, 0.861, -0.772], [-0.622, 0.227, 0.137], [-1.016, -1.070, 0.702], [2.144, -2.800, 1.437], [2.547, -3.943, 1.550], [2.523, -1.740, 1.860], [-0.500, -3.663, -0.563], [0.194, -2.235, -0.327], [0.728, -1.449, -2.060], [0.119, 3.756, -1.437], [1.677, 2.753, 0.372], [-1.913, 2.553, -1.907], [1.148, 0.553, 1.263], [-2.331, 0.401, -1.126], [-1.035, -1.239, 1.711], [-2.097, -1.222, 0.541]]
}


No. 4
{
  "formula": "C4H8F2GaO2",
  "method": "the ωB97M-V functional and the def2-TZVPD basis",
  "gap_ha": 0.32358,
  "homo_ev": -5.0,
  "total_charge": -1,
  "elements": ["O", "C", "F", "C", "Ga", "F", "C", "C", "O", "H", "H", "H", "H", "H", "H", "H", "H"],
  "xyz": [[-1.136, 0.976, -3.809], [-1.366, 0.822, -2.605], [-2.216, 1.706, -1.889], [-0.744, -0.410, -1.773], [-0.982, 0.023, 0.232], [-2.659, -0.631, 0.814], [0.548, -0.901, 1.254], [1.899, -0.046, 1.368], [1.711, 1.139, 2.197], [0.361, -0.573, -2.041], [-1.306, -1.376, -2.047], [-0.942, 1.590, 0.540], [0.218, -1.136, 2.325], [0.832, -1.868, 0.688], [2.373, 0.207, 0.350], [2.645, -0.705, 1.955], [0.764, 1.183, 2.442]]
}


No. 5
{
  "formula": "C22H40Cl2InN5O3",
  "method": "the ωB97M-V functional and the def2-TZVPD basis",
  "e_above_lowest_kcal_mol": 50.4,
  "gap_ha": [0.18833, 0.15864],
  "homo_ev": [-5.1, -4.3],
  "elements": ["O", "C", "C", "C", "H", "C", "H", "C", "H", "C", "H", "C", "H", "H", "C", "C", "H", "H", "H", "C", "C", "H", "H", "H", "H", "In", "Cl", "Cl", "C", "O", "N", "C", "C", "H", "H", "H", "H", "H", "H", "H", "H", "H", "C", "C", "N", "H", "C", "O", "H", "H", "H", "H", "C", "N", "C", "C", "N", "N", "C", "C", "H", "H", "H", "H", "H", "H", "H", "H", "H", "H", "H", "H", "H"],
  "xyz": [[0.559, 1.878, -2.040], [0.108, 2.011, -3.190], [0.803, 2.777, -4.189], [1.606, 3.903, -3.866], [1.665, 4.219, -2.829], [2.280, 4.567, -4.887], [2.874, 5.460, -4.650], [2.213, 4.101, -6.216], [2.732, 4.663, -6.989], [1.473, 2.953, -6.527], [1.434, 2.584, -7.558], [0.786, 2.287, -5.524], [0.228, 1.377, -5.713], [-0.770, 1.211, -3.657], [-2.653, 2.490, -2.982], [-1.976, 1.200, -3.270], [-3.724, 2.291, -2.749], [-2.629, 3.225, -3.802], [-2.199, 2.980, -2.092], [-2.381, 0.014, -2.821], [-3.630, -0.321, -2.061], [-1.739, -0.847, -3.006], [-4.561, -0.243, -2.645], [-3.778, 0.284, -1.154], [-3.534, -1.373, -1.751], [1.000, 0.898, -0.239], [0.352, 3.004, 0.791], [1.021, -1.093, -1.652], [-1.709, 0.691, 1.580], [-0.823, 0.018, 0.971], [-2.414, 0.211, 2.602], [-2.295, -1.163, 3.086], [-3.266, 1.100, 3.380], [-1.947, 1.733, 1.295], [-2.027, -1.861, 2.288], [-3.267, -1.437, 3.512], [-1.553, -1.222, 3.900], [-3.354, 2.054, 2.856], [-2.839, 1.278, 4.377], [-4.257, 0.648, 3.498], [0.000, -6.944, 0.882], [1.729, -6.216, -0.540], [-0.753, -6.323, 0.383], [1.061, -5.544, -1.098], [-0.081, -5.210, -0.261], [-1.457, -5.898, 1.094], [-0.485, -3.938, -0.041], [-1.377, -3.608, 0.743], [1.570, -4.621, -1.357], [0.070, -3.198, -0.659], [-1.268, -6.942, -0.363], [0.731, -6.056, -2.011], [3.191, 2.311, 2.148], [2.367, 1.406, 2.941], [1.558, 2.027, 3.979], [2.135, 0.149, 2.497], [2.349, -0.111, 1.197], [1.684, -0.797, 3.360], [1.994, -0.707, 4.778], [1.196, -2.089, 2.888], [3.845, 2.863, 2.835], [2.560, 3.029, 1.602], [3.776, 1.715, 1.439], [0.582, 1.530, 4.099], [2.115, 2.007, 4.926], [1.375, 3.070, 3.703], [2.325, -1.109, 0.968], [1.117, -0.367, 5.350], [2.275, -1.698, 5.165], [2.834, -0.014, 4.924], [0.431, -1.947, 2.113], [2.010, -2.721, 2.493], [0.733, -2.595, 3.743]]
}


No. 6
{
  "formula": "H20O10",
  "method": "the ωB97M-V functional and the def2-TZVPD basis",
  "e_above_lowest_kcal_mol": 67.0,
  "smiles": "O.O.O.O.O.O.O.O.O.O",
  "gap_ha": 0.31618,
  "homo_ev": -9.4,
  "elements": ["O", "H", "H", "O", "H", "H", "O", "H", "H", "O", "H", "H", "O", "H", "H", "O", "H", "H", "O", "H", "H", "O", "H", "H", "O", "H", "H", "O", "H", "H"],
  "xyz": [[-1.669, -1.444, 2.858], [-0.922, -1.346, 2.268], [-2.238, -0.703, 2.650], [3.873, -0.852, -0.017], [3.189, -0.633, 0.616], [4.247, -0.007, -0.268], [-1.563, 0.601, -1.982], [-2.507, 0.533, -1.834], [-1.390, 1.542, -1.998], [-3.068, 2.505, 0.156], [-2.118, 2.623, 0.182], [-3.385, 3.231, -0.382], [-0.112, -0.807, -3.502], [0.460, -1.118, -2.801], [-0.830, -0.366, -3.047], [-0.519, -0.433, 0.512], [-0.900, 0.074, -0.205], [0.387, -0.130, 0.565], [2.034, 0.133, 1.676], [1.516, 0.919, 1.853], [2.469, -0.059, 2.507], [-0.789, -3.019, -0.523], [-0.695, -2.126, -0.191], [-1.532, -3.379, -0.039], [0.461, 2.477, 1.780], [-0.125, 2.851, 2.438], [0.189, 2.884, 0.957], [1.498, -1.166, -1.503], [1.768, -2.084, -1.543], [2.273, -0.703, -1.184]]
}


No. 7
{
  "formula": "C3H3NO",
  "method": "the ωB97M-V functional and the def2-TZVPD basis",
  "e_above_lowest_kcal_mol": 136.5,
  "gap_ha": [0.23532, 0.26593],
  "multiplicity": 3,
  "homo_ev": [-5.3, -10.0],
  "elements": ["C", "C", "C", "N", "O", "H", "H", "H"],
  "xyz": [[-1.060, -0.890, 0.712], [1.647, 0.704, 0.483], [-0.771, -0.630, -0.424], [2.474, -0.062, 0.099], [3.196, -0.777, -0.492], [-1.616, -1.256, 1.594], [0.991, 1.102, 1.081], [-0.455, -0.436, -1.374]]
}


No. 8
{
  "formula": "C4H5FS",
  "method": "the ωB97M-V functional and the def2-TZVPD basis",
  "e_above_lowest_kcal_mol": 87.5,
  "smiles": "FCC#CCS",
  "gap_ha": 0.35884,
  "homo_ev": -9.5,
  "elements": ["F", "C", "C", "C", "C", "S", "H", "H", "H", "H", "H"],
  "xyz": [[-3.386, -0.288, 0.519], [-2.537, 0.626, -0.003], [-1.182, 0.002, -0.224], [-0.016, -0.211, -0.688], [1.502, -0.440, -0.833], [2.704, 0.197, 0.441], [-3.200, 0.823, -0.889], [-2.490, 1.505, 0.772], [2.041, -0.128, -1.868], [1.385, -1.498, -0.666], [2.868, -1.121, 1.419]]
}


| no. | energy (a.u.) |
| --- | --- |
| 1 | -1167.17395 |
| 2 | -3867.31249 |
| 3 | -1325.68153 |
| 4 | -2432.26316 |
| 5 | -2472.20303 |
| 6 | -764.37512 |
| 7 | -245.73171 |
| 8 | -653.30149 |